C40H107N7O16 | ωB97M-V/def2-TZVPD

Its total energy is -86398.756 eV. The energy above the lowest of the compared OMol25 structures with the same formula, charge and spin is 0.000 eV. The max |F| comes out at 3.58 eV Å⁻¹. As for the structure (SMILES): COC[C@H](C)N.COC[C@H](C)N.COC[C@H](C)N.COC[C@H](C)N.COCCNCCOC.COCCNCCOC.COCCNCCOC.OCCO.OCCO.OCCO. The HOMO-LUMO gap comes out at 0.3463 Ha. The HOMO energy is -8.89 eV.

Each line ends with the Mulliken charge.
Positions of all 170 atoms, in Å:
C1 0.77014 -3.64549 0.41758  -1.29
C2 1.70663 -3.56088 1.61166  -0.03
C3 3.11215 -3.91168 1.18657  -0.05
O1 3.08419 -5.09460 0.45862  -0.35
C4 4.37911 -5.45139 0.03251  -0.77
N1 1.62168 -2.23934 2.15710  -0.11
H1 0.62737 -4.69346 0.12934  0.56
H2 1.11379 -2.98333 -0.40024  0.03
H3 -0.22167 -3.28476 0.68206  0.01
H4 1.37398 -4.24243 2.39538  0.63
H5 3.80881 -4.02234 2.07138  0.38
H6 3.47060 -3.04963 0.57140  -0.10
H7 5.06638 -6.03687 0.67276  0.30
H8 4.98180 -4.63573 -0.40124  0.23
H9 4.21307 -6.19769 -0.74398  0.33
H10 2.12070 -1.56209 1.57572  -0.27
H11 2.11019 -2.15026 3.04305  0.26
C5 -6.02918 0.84233 1.82205  -1.42
C6 -5.42638 1.43824 3.07002  0.24
C7 -4.76555 0.35457 3.86333  0.19
O2 -5.76901 -0.57166 4.23061  -0.37
C8 -5.29030 -1.46672 5.20470  -0.62
N2 -4.44152 2.48547 2.80072  -0.52
H12 -6.59801 1.59485 1.30562  0.42
H13 -6.65146 0.01724 2.13722  0.50
H14 -5.23462 0.45732 1.14885  0.14
H15 -6.20232 1.88795 3.68400  0.51
H16 -4.29296 0.77783 4.76734  0.40
H17 -3.92193 -0.05259 3.27050  -0.55
H18 -4.38102 -1.99541 4.83634  0.11
H19 -6.04817 -2.20137 5.47283  0.27
H20 -5.04351 -0.98060 6.13454  0.35
H21 -3.75609 2.14079 2.13739  -0.07
H22 -4.94563 3.27816 2.39744  0.28
C9 -1.32039 5.26458 -0.53081  -1.59
C10 -0.16366 4.36983 -0.05387  -0.61
C11 -0.65342 3.75147 1.21360  0.12
O3 -0.70366 4.82108 2.15220  -0.53
C12 -1.32418 4.36143 3.34113  -0.45
N3 0.26536 3.30525 -0.98272  0.21
H23 -1.01189 5.97421 -1.28751  0.43
H24 -1.69811 5.84171 0.31525  0.36
H25 -2.13453 4.65903 -0.92105  0.24
H26 0.66209 5.03383 0.17028  0.68
H27 0.01854 2.96941 1.56177  -0.32
H28 -1.62087 3.30333 1.00231  0.87
H29 -0.97256 5.02396 4.15065  0.33
H30 -0.97242 3.34575 3.62070  -0.04
H31 -2.40898 4.32422 3.44602  0.28
H32 0.54601 3.74772 -1.86650  0.30
H33 -0.54520 2.71633 -1.20497  -0.43
C13 0.69120 1.86064 5.56982  -1.09
C14 1.59706 0.64621 5.62733  0.07
C15 0.91140 -0.39786 6.45482  -0.35
O4 0.68727 0.18334 7.80230  -0.35
C16 0.29961 -0.71703 8.79349  -0.76
N4 1.78172 0.11763 4.26948  -0.26
H34 0.61500 2.34696 6.54548  0.50
H35 -0.30614 1.59968 5.22701  0.17
H36 1.06470 2.59866 4.86940  0.20
H37 2.56333 0.87126 6.08567  0.49
H38 1.56766 -1.23951 6.63725  0.53
H39 -0.05064 -0.69405 5.94771  -0.04
H40 1.01064 -1.48139 9.14470  0.28
H41 -0.58958 -1.28859 8.46648  0.28
H42 0.02305 -0.17978 9.70449  0.27
H43 0.82635 0.01347 3.89804  -0.09
H44 2.16873 0.87563 3.70392  0.14
C17 -5.06508 -0.90869 -2.52946  0.32
C18 -5.29649 0.57623 -2.73496  -0.50
O5 -4.28842 1.19518 -3.48382  -0.65
O6 -4.86666 -1.45191 -3.82464  -0.64
H45 -5.93099 -1.34249 -2.01165  0.45
H46 -4.19785 -1.00165 -1.87568  -0.27
H47 -5.30178 1.20502 -1.82986  0.24
H48 -6.27841 0.73693 -3.16685  0.43
H49 -4.12670 0.68219 -4.28530  0.36
H50 -3.90285 -1.58955 -3.90890  0.11
C19 -1.91700 -2.66874 3.66304  -0.61
C20 -2.90456 -3.16372 2.69497  -0.21
O7 -3.52647 -4.30852 3.36691  -0.59
O8 -1.14216 -1.52833 3.04794  0.06
H51 -1.21502 -3.47319 3.82487  0.39
H52 -2.31156 -2.25673 4.58370  0.29
H53 -2.48263 -3.51033 1.73147  0.24
H54 -3.63504 -2.43460 2.42080  0.21
H55 -4.43198 -4.23505 3.05624  0.37
H56 -0.23972 -1.78191 2.73674  -0.14
C21 -2.76483 1.14629 -0.58312  0.30
C22 -1.73192 0.53120 0.32880  1.20
O9 -2.13724 0.62236 1.69864  1.00
O10 -2.08968 1.19131 -1.86651  -0.67
H57 -2.96807 2.16712 -0.23245  -0.03
H58 -3.68707 0.53260 -0.54228  -0.45
H59 -0.77575 1.09445 0.18916  -1.36
H60 -1.53867 -0.50380 0.01971  0.41
H61 -1.77851 -0.12122 2.20038  -0.43
H62 -2.83566 1.32451 -2.50861  0.39
C23 3.59943 4.15867 3.10125  -1.02
O11 3.20367 2.95712 2.58543  -0.20
C24 2.94624 3.00131 1.16549  -0.23
C25 2.46605 1.63427 0.77173  0.31
N5 3.48665 0.60771 0.88558  0.66
C26 4.68770 0.90718 0.08747  -1.07
C27 5.52458 -0.30299 -0.16388  -0.65
O12 5.86171 -0.87380 1.09573  -0.30
C28 6.58755 -2.04617 0.89599  -0.65
H63 3.69529 4.10803 4.19399  0.30
H64 2.85721 4.93333 2.94491  0.37
H65 4.61445 4.51810 2.84985  0.29
H66 3.89822 3.23806 0.63654  0.50
H67 2.14920 3.75512 0.98476  -0.09
H68 2.15373 1.69564 -0.29074  -0.54
H69 1.56725 1.36548 1.31074  -0.36
H70 3.80657 0.48211 1.85133  0.39
H71 5.29207 1.70302 0.50016  0.45
H72 4.38567 1.29958 -0.89374  0.54
H73 6.46063 0.02474 -0.68689  0.43
H74 4.92590 -1.02170 -0.75051  0.21
H75 6.62058 -2.56871 1.85654  0.27
H76 7.66488 -1.90163 0.57183  0.29
H77 6.05813 -2.74795 0.22036  0.18
C29 -3.48667 -0.76775 -6.84994  -0.88
O13 -2.94117 -0.11490 -5.77838  -0.31
C30 -1.50462 -0.26992 -5.57118  -0.75
C31 -1.20641 -1.55565 -4.81499  -0.68
N6 -2.02202 -1.55750 -3.62556  1.77
C32 -1.67034 -2.63255 -2.67415  0.13
C33 -2.26242 -3.97886 -3.12109  -0.98
O14 -1.85701 -4.94352 -2.18969  -0.15
C34 -2.28849 -6.27188 -2.55765  -0.84
H78 -3.73817 -1.81263 -6.64425  0.27
H79 -2.84236 -0.75989 -7.72555  0.36
H80 -4.43579 -0.28275 -7.11600  0.28
H81 -1.08910 0.55603 -5.02901  0.06
H82 -0.94494 -0.19930 -6.49987  0.48
H83 -0.14453 -1.64195 -4.55077  0.27
H84 -1.45062 -2.42757 -5.41581  0.51
H85 -1.96249 -0.68102 -3.13649  -0.74
H86 -2.13686 -2.33334 -1.72755  -0.18
H87 -0.58261 -2.77002 -2.51493  0.08
H88 -1.95908 -4.21831 -4.15236  0.40
H89 -3.38499 -3.90495 -3.10971  0.35
H90 -1.68392 -6.87879 -1.85738  0.21
H91 -2.00680 -6.61702 -3.55983  0.32
H92 -3.35354 -6.41636 -2.38037  0.33
C35 5.71343 3.74084 -7.19774  -0.75
O15 5.55341 2.46326 -6.63434  -0.30
C36 5.26242 2.47248 -5.25424  -0.61
C37 4.99790 1.00126 -4.82814  -0.33
N7 3.94661 0.48909 -5.73161  -0.30
C38 2.66656 1.20016 -5.73911  -1.43
C39 1.90031 1.29851 -4.39560  0.25
O16 1.70523 -0.04610 -3.90540  -0.42
C40 1.19569 -0.17644 -2.63073  0.17
H93 4.90220 4.42079 -6.92864  0.32
H94 5.74723 3.62618 -8.27223  0.25
H95 6.67097 4.21421 -6.88915  0.29
H96 4.38000 3.11606 -5.05492  0.28
H97 6.09165 2.88472 -4.64916  0.50
H98 4.67513 0.95586 -3.76886  -0.02
H99 5.91856 0.46512 -5.02800  0.50
H100 3.75583 -0.47869 -5.45999  0.31
H101 2.00688 0.77835 -6.52310  0.37
H102 2.80262 2.21734 -6.11623  0.37
H103 0.91225 1.82521 -4.46743  0.33
H104 2.48422 1.80833 -3.58668  0.16
H105 0.79277 -1.17184 -2.46093  -0.40
H106 0.32659 0.46685 -2.42532  0.24
H107 2.03715 0.08446 -1.97018  0.23


C40H110AsF6N10O10 | ωB97M-V/def2-TZVPD

Its charge is -1. Its total energy is -155783.121 eV. The energy above the lowest of the compared OMol25 structures with the same formula, charge and spin is 3.499 eV. The max |F| comes out at 2.98 eV Å⁻¹. The HOMO-LUMO gap comes out at 0.2841 Ha. The HOMO energy is -5.62 eV.

Each line ends with the Mulliken charge.
Positions of all 177 atoms, in Å:
As1 -19.26442 -15.72393 6.27084  2.35
F1 -19.09646 -15.19549 4.60123  -0.54
F2 -20.15634 -14.24599 6.62110  -0.48
F3 -19.42493 -16.31422 7.91603  -0.64
F4 -18.32839 -17.14632 5.78976  -0.60
F5 -17.76428 -14.92909 6.74545  -0.79
F6 -20.72525 -16.56431 5.80750  -0.52
C1 -18.94591 -8.97647 1.81126  -1.50
C2 -18.26478 -10.23680 2.33834  0.10
C3 -19.09942 -10.99616 3.34531  0.43
O1 -19.31601 -10.18898 4.49298  -0.48
C4 -19.75605 -10.83792 5.65338  -0.11
N1 -17.94217 -11.18007 1.26857  -0.48
H1 -19.96748 -9.13339 1.46144  0.29
H2 -18.39071 -8.35861 1.10529  0.45
H3 -19.01651 -8.33624 2.70056  0.33
H4 -17.28719 -9.96738 2.74713  0.21
H5 -18.58344 -11.91570 3.63688  -0.07
H6 -20.07194 -11.25711 2.91582  -0.08
H7 -19.04341 -11.59649 5.99205  -0.02
H8 -20.73020 -11.33912 5.58660  0.20
H9 -19.88415 -10.05116 6.39746  0.24
H10 -18.79699 -11.51470 0.82522  0.25
H11 -17.49794 -10.74872 0.46384  0.25
C5 -23.44657 -17.33898 7.47106  0.17
C6 -24.47292 -18.41823 7.30815  0.63
C7 -25.16176 -18.77261 8.63075  -0.28
O2 -26.02909 -19.85514 8.44328  -0.39
C8 -26.64568 -20.30859 9.61754  -0.62
N2 -25.46428 -18.15052 6.25856  -0.59
H12 -23.79732 -16.34154 7.74879  0.56
H13 -22.77109 -17.18211 6.62702  -0.27
H14 -22.70097 -17.68535 8.19363  -0.68
H15 -23.90925 -19.28841 6.95439  -0.28
H16 -25.74898 -17.91097 8.98394  0.43
H17 -24.38069 -18.92415 9.39007  -0.05
H18 -25.83161 -20.54377 10.31429  0.17
H19 -27.20207 -21.23238 9.46179  0.27
H20 -27.34734 -19.57523 10.02992  0.29
H21 -26.23795 -18.75306 6.53241  0.29
H22 -25.83771 -17.20881 6.35358  0.33
C9 -14.53009 -17.27460 6.14701  -1.12
C10 -14.46880 -15.81581 6.51890  0.52
C11 -14.87582 -14.88056 5.37161  -0.33
O3 -14.78652 -13.53563 5.73418  -0.29
C12 -15.10216 -12.65223 4.67356  -0.63
N3 -15.30551 -15.51510 7.75584  -0.25
H23 -15.54376 -17.67786 6.07049  -0.04
H24 -14.00149 -17.90988 6.85610  0.32
H25 -14.07465 -17.47811 5.16793  0.47
H26 -13.42677 -15.51573 6.69288  0.26
H27 -15.88870 -15.16728 5.05986  -0.18
H28 -14.17086 -15.17939 4.57945  0.48
H29 -16.04449 -12.91463 4.18554  0.10
H30 -14.29399 -12.69341 3.93411  0.38
H31 -15.12175 -11.65073 5.09924  0.28
H32 -15.44115 -16.49062 8.07130  0.11
H33 -16.20115 -15.36596 7.26432  0.27
C13 -21.59330 -13.41853 3.18515  -1.39
C14 -22.41003 -14.71830 3.36598  1.17
C15 -23.66473 -14.68156 2.47077  -0.93
O4 -24.43363 -15.86638 2.59687  -0.38
C16 -25.23669 -15.83654 3.73813  -0.52
N4 -21.52306 -15.80524 2.95102  -0.47
H34 -21.34768 -13.35537 2.12005  0.33
H35 -20.63548 -13.42927 3.69902  0.19
H36 -22.20640 -12.56116 3.48567  0.46
H37 -22.71990 -14.89024 4.39785  -0.13
H38 -23.32764 -14.55170 1.43968  0.38
H39 -24.27373 -13.79703 2.69132  0.40
H40 -25.73125 -16.78367 3.94214  0.28
H41 -26.10618 -15.16705 3.60485  0.31
H42 -24.69855 -15.44786 4.60669  0.15
H43 -21.20410 -15.55820 2.01620  0.32
H44 -20.67119 -15.77363 3.51126  -0.28
C17 -17.10823 -19.79964 8.22158  -1.82
C18 -16.88436 -18.67134 9.21931  2.98
C19 -17.12061 -19.17273 10.63672  -0.85
O5 -16.88809 -18.22666 11.65456  -0.32
C20 -17.41128 -18.54716 12.91478  -0.30
N5 -15.46084 -18.19881 9.09840  -0.53
H45 -16.37631 -20.59371 8.38907  0.49
H46 -16.97688 -19.40305 7.21366  0.29
H47 -18.08594 -20.28293 8.23302  0.29
H48 -17.47771 -17.76758 9.06910  -1.58
H49 -16.48400 -20.04422 10.84915  0.32
H50 -18.18215 -19.44712 10.71414  0.17
H51 -18.48311 -18.74031 12.81602  -0.49
H52 -17.44494 -17.69789 13.60006  0.39
H53 -16.78991 -19.34019 13.33664  0.34
H54 -15.14840 -18.09797 10.06440  0.12
H55 -14.89380 -19.00684 8.83777  0.39
C21 -18.57410 -15.10722 11.34565  -1.08
C22 -17.53198 -14.83053 10.24607  3.13
C23 -17.52383 -13.36714 9.80513  -0.79
O6 -16.38652 -13.15548 9.03356  -0.33
C24 -16.49288 -12.03170 8.19350  -0.51
N6 -16.16613 -15.19221 10.67916  -0.63
H56 -18.60924 -16.17601 11.54479  -0.24
H57 -19.51468 -14.69703 10.96354  0.04
H58 -18.32674 -14.55222 12.25375  0.55
H59 -17.75896 -15.47794 9.39996  -1.51
H60 -17.41608 -12.75758 10.72568  0.41
H61 -18.53988 -13.06008 9.51840  -0.03
H62 -15.63421 -12.00431 7.52666  0.13
H63 -16.49000 -11.09882 8.77673  0.37
H64 -17.41767 -12.12028 7.61435  0.03
H65 -16.19545 -16.19817 10.83165  0.07
H66 -16.03523 -14.91496 11.65439  0.36
C25 -18.09904 -14.39123 1.65887  0.27
C26 -17.24136 -15.43755 0.94955  0.04
C27 -16.67076 -16.41947 1.95600  0.67
O7 -15.83604 -17.35226 1.31442  -0.47
C28 -15.34630 -18.40667 2.10066  -0.08
N7 -18.04769 -16.14742 -0.08546  -0.84
H67 -18.92455 -14.87590 2.18287  -0.51
H68 -18.44096 -13.70452 0.89176  0.10
H69 -17.58197 -13.86082 2.45773  -0.17
H70 -16.41022 -14.96159 0.42383  0.43
H71 -17.43222 -16.98232 2.51673  -0.29
H72 -16.18099 -15.80593 2.72592  -0.09
H73 -16.19683 -18.89068 2.60055  -0.14
H74 -14.71205 -18.03531 2.91098  0.16
H75 -14.84525 -19.19478 1.54480  0.31
H76 -18.77237 -16.63119 0.45949  0.26
H77 -17.48803 -17.00247 -0.18904  0.41
C29 -23.10541 -12.72536 8.05056  -1.57
C30 -22.28306 -12.45418 9.30267  1.08
C31 -21.45589 -11.16246 9.28765  -0.39
O8 -20.60369 -11.00112 10.39234  -0.36
C32 -19.93843 -9.75493 10.37525  -0.73
N8 -23.26663 -12.33816 10.41589  -0.82
H78 -23.84667 -11.94106 7.87407  0.45
H79 -23.69361 -13.63500 8.16849  0.52
H80 -22.46893 -12.83994 7.17179  0.13
H81 -21.57469 -13.26453 9.48852  -0.22
H82 -22.13246 -10.30053 9.20402  0.49
H83 -20.85657 -11.20542 8.36637  -0.05
H84 -20.71918 -8.98808 10.43144  0.37
H85 -19.45130 -9.58872 9.40583  0.24
H86 -19.16100 -9.68346 11.12861  0.26
H87 -22.73353 -11.82820 11.12092  0.32
H88 -23.96885 -11.65306 10.14755  0.32
C33 -22.02265 -22.13036 13.18830  -1.53
C34 -20.99079 -21.15692 12.63764  0.63
C35 -21.64528 -20.01521 11.87106  -0.61
O9 -20.65305 -19.40761 11.05389  0.18
C36 -21.07784 -18.17269 10.51463  0.16
N9 -20.22929 -20.62794 13.77191  -0.73
H89 -22.45016 -21.89304 14.16203  0.36
H90 -21.53659 -23.09960 13.33824  0.37
H91 -22.83037 -22.40178 12.50442  0.35
H92 -20.21942 -21.63149 12.03032  0.16
H93 -22.07927 -19.26590 12.54069  0.34
H94 -22.42976 -20.45493 11.24164  0.09
H95 -21.08399 -17.44300 11.33168  0.45
H96 -22.08090 -18.21602 10.07857  -0.48
H97 -20.41290 -17.85530 9.71138  -0.25
H98 -20.78061 -20.04911 14.39596  0.30
H99 -19.49486 -20.02356 13.42716  0.35
C37 -18.81801 -20.33505 3.40155  -1.41
C38 -20.11709 -20.22548 4.16467  0.51
C39 -20.04271 -20.39110 5.68489  0.08
O10 -21.29661 -20.19340 6.28981  -0.35
C40 -21.28414 -20.47594 7.66448  -0.23
N10 -20.64116 -18.85058 3.84252  -0.40
H100 -18.45671 -21.36801 3.39026  0.50
H101 -18.06631 -19.63280 3.77812  -0.04
H102 -18.87419 -20.02683 2.35450  0.44
H103 -20.85565 -20.89198 3.70868  0.29
H104 -19.37737 -19.61133 6.08626  -0.49
H105 -19.63952 -21.36118 6.01252  0.59
H106 -22.25809 -20.22980 8.08964  -0.03
H107 -20.59173 -19.82510 8.21250  0.00
H108 -21.06633 -21.51474 7.93100  0.42
H109 -19.79864 -18.37740 3.52962  0.07
H110 -20.82512 -18.37226 4.71925  -0.04